ORCA calculation (ωB97M-V/def2-TZVPD) on 3 unconnected molecules or ions with the total composition C2H13N2O2 at a distorted geometry.

Geometry (Å):
N  0.79782  -0.01225  0.05620
C  -0.65966  -0.19228  -0.35375
C  -1.64121  1.00684  -0.19951
N  -1.26585  2.11284  -1.09800
H  0.87499  0.36308  1.03125
H  1.30346  -0.90380  -0.00226
H  1.20653  0.63729  -0.63238
H  -0.57561  -0.15865  -1.46311
H  -0.91199  -1.22334  -0.11603
H  -2.48964  0.48034  -0.66113
H  -1.85305  1.42082  0.79255
H  -1.71134  1.97412  -1.98459
H  -1.19810  2.99677  -0.63399
H  1.97304  -2.65461  -1.93408
H  2.00658  -2.65641  -0.46651
O  1.41235  -2.39282  -1.19259
H  1.46240  0.31842  3.03260
H  0.31351  -0.72950  3.22856
O  0.95576  -0.38685  2.59676

Energy above the lowest of the compared OMol25 structures with the same formula, charge and spin: 27.0 kcal per mole
LUMO energy: -3.07 eV
M: 97.1 g/mol
Highest occupied orbital energy: -13.02 eV
Net charge: +1
HOMO-LUMO gap: 9.951 eV
DFT total energy: -9353.461 eV